Density functional theory data (the ωB97M-V functional and the def2-TZVPD basis) for 20 unconnected molecules or ions with the total composition C47H79Cl38F5NO5PS.

As for the HOMO energy: -8.4639 eV. The value obtained for the largest force on an atom is 2.9 eV Å⁻¹.

```
177
Properties=species:S:1:pos:R:3:forces:R:3
C 5.8188 2.6266 1.8879 0.3 -0.2 -0.2
O 4.6552 3.2280 1.3138 0.5 0.3 -0.2
C 4.9813 4.3886 0.5343 0.8 0.3 0.0
C 5.5691 4.0560 -0.8767 -0.2 0.0 -0.1
C 4.5167 3.4710 -1.8853 0.3 0.4 -0.1
C 3.8787 2.1125 -1.4525 0.0 -0.6 0.1
C 4.9306 0.9612 -1.2146 -0.6 0.2 -0.1
C 4.2957 -0.3082 -0.5148 0.8 0.5 -0.4
C 3.4230 -1.1414 -1.5249 0.2 0.2 0.5
C 2.3638 -2.0995 -0.8503 0.5 0.5 -0.2
C 0.9422 -2.0757 -1.5763 1.1 0.5 1.2
C -0.1154 -1.5749 -0.5317 0.2 -0.9 0.0
C -1.6130 -1.8583 -0.9169 0.7 0.2 1.3
N -2.4415 -0.6148 -1.0814 0.5 -1.2 -0.7
C -2.7575 0.0654 0.1415 -2.0 -0.8 -1.8
O -1.9667 0.3975 0.9601 0.1 -0.2 0.4
C -4.3095 0.1629 0.0764 -1.9 0.1 -0.6
C -5.2889 0.6656 1.0216 0.0 -0.6 -1.3
C -4.7368 1.2554 2.3493 0.1 -0.1 0.2
O -3.6827 2.2170 2.1663 -0.9 -0.3 -0.7
C -4.0103 3.1895 1.1764 0.8 1.2 0.1
C -6.7124 0.5824 0.6905 2.0 0.0 0.1
P -7.8957 1.2684 1.9913 -1.5 -0.1 -0.3
C -7.5627 3.1171 2.0948 0.2 0.1 0.5
O -7.5246 0.5262 3.4729 0.1 0.9 -0.9
C -7.1846 0.0079 -0.5884 2.4 0.5 1.5
C -8.7085 -0.0601 -0.8114 -0.5 0.2 0.8
F -9.3179 -0.7191 0.2528 0.7 0.3 -1.1
F -9.1246 -0.7211 -1.9310 0.6 0.2 0.9
C -9.4082 1.3940 -0.8809 -1.0 0.0 -1.0
F -10.3344 1.5690 0.0892 1.0 0.0 -0.9
F -10.0845 1.4857 -2.0727 0.6 0.0 1.1
F -8.5192 2.4144 -0.8812 -0.7 -0.8 0.4
C -6.1640 -0.4324 -1.5075 -0.1 -0.8 -0.4
C -6.5232 -1.0042 -2.9040 -0.7 1.0 -0.7
C -7.0334 0.2015 -3.8290 0.4 0.3 -0.1
C -6.3795 1.5826 -3.4679 -0.5 0.0 0.3
S -6.7554 2.8258 -4.7979 0.0 0.1 0.2
C -4.7594 -0.3663 -1.1884 -1.0 1.0 1.5
C -3.5194 -0.8151 -2.0022 -0.5 1.0 2.6
O -3.3995 -1.2658 -3.0993 -0.2 -0.2 -0.2
H 6.6226 2.3916 1.1287 -1.0 0.3 0.7
H 6.3113 3.3014 2.6458 -0.6 -0.6 -0.4
H 5.4972 1.6534 2.3275 0.2 1.2 -0.2
H 4.0888 5.0557 0.4023 0.4 -0.9 0.2
H 5.7108 4.9925 1.1451 -0.4 -0.4 -0.7
H 6.4309 3.3453 -0.8349 -0.7 0.7 0.3
H 5.9849 5.0185 -1.2797 -0.4 -0.8 0.2
H 3.7470 4.2692 -2.0746 0.4 -0.9 0.3
H 5.0512 3.3506 -2.8686 -0.5 -0.1 0.8
H 3.1777 1.7406 -2.2479 0.5 0.6 0.6
H 3.2897 2.2129 -0.5037 0.5 0.2 -0.8
H 5.3202 0.6583 -2.2234 0.0 0.2 0.9
H 5.7733 1.3678 -0.6006 -0.7 -0.5 -0.5
H 3.7550 0.0214 0.4066 0.1 -0.2 -0.8
H 5.1572 -0.9283 -0.1644 -0.8 0.5 -0.2
H 2.9323 -0.4011 -2.2040 0.2 -0.7 0.4
H 4.1410 -1.7646 -2.1178 -0.7 0.7 0.2
H 2.7907 -3.1320 -0.8162 -0.5 0.8 -0.2
H 2.2896 -1.7793 0.2231 -0.3 -0.3 -0.9
H 1.0423 -1.3240 -2.3925 -0.4 -0.8 0.3
H 0.7491 -3.1029 -1.9555 -0.3 0.8 0.1
H 0.0787 -0.5039 -0.2833 -0.4 -0.8 -0.3
H 0.0858 -2.1366 0.4212 -0.2 0.5 -0.8
H -1.7040 -2.5448 -1.7843 0.0 0.9 0.3
H -2.0834 -2.3961 -0.0440 0.4 0.3 -0.8
H -4.2990 0.4015 2.9291 -0.3 0.8 -0.5
H -5.4998 1.7466 2.9946 0.2 -0.6 -0.6
H -3.2439 4.0042 1.2762 -0.6 -0.8 0.0
H -4.9993 3.6763 1.3689 0.6 -0.6 -0.3
H -3.9082 2.8158 0.1249 -0.4 0.1 0.8
H -8.5238 3.6035 2.4010 0.7 -0.6 -0.2
H -6.8109 3.3958 2.8665 -0.4 -0.1 -0.8
H -7.3154 3.5112 1.0830 0.0 -0.4 0.7
H -8.3985 0.4251 3.8920 0.5 -0.1 -0.2
H -7.3541 -1.7471 -2.8945 0.8 0.5 0.3
H -5.6574 -1.4708 -3.4196 -0.4 0.4 0.8
H -6.7633 -0.0213 -4.8900 -0.3 0.1 0.8
H -8.1385 0.3335 -3.7982 0.8 -0.2 0.0
H -6.7785 2.0253 -2.5259 0.3 -0.5 -0.7
H -5.2773 1.4693 -3.3233 -0.8 0.3 -0.4
H -7.6196 3.7310 -4.2210 0.6 -0.9 0.1
C 6.2881 8.5062 1.4590 0.0 0.0 -0.2
Cl 5.6633 7.4044 2.6924 0.0 0.1 0.1
Cl 6.8171 7.6284 0.0155 0.1 0.1 0.0
H 5.4985 9.2051 1.1799 0.5 -0.7 -0.1
H 7.1348 9.0495 1.8694 0.0 -0.1 0.0
C 6.7253 -3.9116 -1.4627 0.1 -0.1 0.1
Cl 5.3822 -3.3159 -0.4837 0.4 -0.7 0.2
Cl 6.6582 -3.2569 -3.1033 0.0 -0.1 0.0
H 7.6611 -3.6078 -1.0017 -0.1 0.1 -0.1
H 6.6726 -4.9950 -1.5118 -0.1 0.1 -0.1
C 7.3041 -0.3012 4.5654 -0.1 -0.1 -0.1
Cl 6.7007 -0.3652 2.9044 0.1 -0.4 0.1
Cl 9.0016 0.1920 4.6148 0.0 0.0 0.1
H 6.7122 0.4174 5.1267 0.1 0.0 -0.1
H 7.2128 -1.2880 5.0146 0.1 0.3 -0.4
C -7.1712 2.4806 6.6045 -0.1 0.2 -0.1
Cl -8.9146 2.7185 6.4081 -0.1 -0.1 0.0
Cl -6.2539 3.4978 5.4855 0.1 0.0 0.1
H -6.8924 2.7393 7.6210 -0.1 0.1 -0.1
H -6.9364 1.4453 6.4077 -0.1 0.2 -0.3
C -7.5186 -3.4134 -0.0236 -0.2 0.2 -0.1
Cl -6.1469 -2.8731 0.9476 0.0 0.0 0.1
Cl -7.3240 -5.0964 -0.5347 -0.1 0.0 0.0
H -8.4236 -3.3282 0.5740 0.3 -0.1 -0.2
H -7.5955 -2.7845 -0.9061 0.2 -0.1 0.0
C 8.3379 -3.6055 7.1781 0.2 -0.1 0.1
Cl 7.2639 -2.2016 7.1163 0.0 -0.2 0.6
Cl 8.0375 -4.7039 5.8276 0.1 0.0 0.0
H 9.3671 -3.2618 7.1304 -0.1 0.0 -0.1
H 8.1675 -4.1372 8.1096 -0.1 0.0 -0.1
C 9.5655 3.0597 -1.3385 -0.1 0.0 0.1
Cl 9.5922 2.5347 -3.0298 0.1 0.1 -0.1
Cl 8.5594 1.9938 -0.3516 0.4 -0.1 -0.1
H 10.5761 3.0464 -0.9521 -0.1 -0.2 -0.1
H 9.1636 4.0687 -1.2899 -0.1 -0.1 -0.1
C 7.2743 -8.0969 -0.3258 0.1 -0.2 0.1
Cl 8.4409 -7.1638 -1.2703 0.1 -0.1 0.0
Cl 5.6861 -7.3177 -0.3092 0.0 0.1 0.1
H 7.1762 -9.0853 -0.7660 0.0 0.1 -0.1
H 7.6348 -8.1804 0.6952 0.0 0.1 -0.1
C 9.3307 -0.0144 -5.7316 0.0 0.1 0.2
Cl 9.3401 -0.5066 -7.4321 0.1 0.0 0.0
Cl 8.3632 -1.1144 -4.7468 0.1 0.2 0.0
H 10.3515 -0.0153 -5.3607 -0.1 -0.1 -0.1
H 8.9113 0.9852 -5.6577 -0.1 -0.1 -0.1
C 3.8847 12.3331 1.2857 -0.1 0.2 0.0
Cl 4.5368 10.8972 2.0881 -0.4 0.7 0.4
Cl 3.7195 12.0770 -0.4541 0.0 0.1 0.0
H 2.9073 12.5554 1.7036 0.0 -0.1 -0.1
H 4.5590 13.1671 1.4565 0.0 -0.1 -0.1
C 0.0205 -5.1157 1.2109 0.0 0.0 0.2
Cl -0.6249 -5.2024 -0.4327 -0.1 -0.1 0.0
Cl 1.7015 -4.5685 1.2197 -0.1 -0.2 0.2
H -0.5795 -4.4176 1.7885 0.1 0.0 -0.1
H -0.0293 -6.1042 1.6583 0.1 0.0 -0.1
C 3.3125 -9.6463 -1.6284 0.0 0.1 0.0
Cl 2.7272 -10.7926 -0.4146 0.0 0.0 0.1
Cl 3.8340 -10.4764 -3.0999 0.1 0.0 0.0
H 2.5111 -8.9578 -1.8780 0.0 -0.1 0.0
H 4.1566 -9.0998 -1.2176 -0.1 -0.2 -0.1
C -13.6485 1.2605 -0.9431 0.2 0.0 0.0
Cl -14.3518 0.0374 -2.0081 0.1 0.0 0.0
Cl -14.8723 1.9708 0.1169 0.1 0.1 0.0
H -12.8809 0.7952 -0.3319 -0.1 0.0 0.0
H -13.2102 2.0465 -1.5511 -0.1 0.0 0.0
C -9.0593 -5.0866 3.1459 0.0 -0.3 0.0
Cl -9.6309 -3.5241 2.5439 -0.3 0.0 0.3
Cl -7.6052 -4.9028 4.1318 0.0 -0.1 0.0
H -9.8416 -5.5353 3.7512 0.0 0.2 0.0
H -8.8318 -5.7272 2.2980 0.1 0.2 0.0
C 7.4167 0.9027 -10.1349 0.0 -0.1 0.1
Cl 8.5712 1.8723 -11.0589 0.1 -0.1 0.0
Cl 5.8151 1.6512 -10.1219 0.0 -0.1 0.0
H 7.3417 -0.0817 -10.5880 0.0 0.1 -0.1
H 7.7718 0.8126 -9.1122 -0.1 0.1 -0.1
C -4.7710 -0.5386 7.2653 0.2 -0.2 0.0
Cl -6.1542 0.0612 8.1925 0.2 -0.5 0.5
Cl -4.7741 0.1116 5.6227 0.1 -0.1 0.0
H -3.8544 -0.2382 7.7645 -0.1 0.1 0.0
H -4.8264 -1.6220 7.2138 -0.1 0.1 0.0
C 3.5544 -6.9769 -5.1664 0.1 0.0 -0.1
Cl 4.5624 -6.0554 -4.0457 0.0 0.0 -0.1
Cl 2.2071 -7.7565 -4.3290 -0.2 0.1 -0.2
H 3.1561 -6.3014 -5.9179 0.0 0.0 0.2
H 4.1636 -7.7410 -5.6409 0.0 0.0 0.2
C 11.7079 6.1548 -1.8999 0.0 0.1 -0.2
Cl 11.9740 5.0916 -0.5115 0.3 0.2 0.1
Cl 10.2226 7.0935 -1.7157 0.0 0.0 0.0
H 12.5470 6.8387 -1.9855 -0.1 0.0 0.1
H 11.6327 5.5471 -2.7976 -0.1 0.0 0.1
C -12.7234 -3.4582 5.3230 -0.1 0.2 0.0
Cl -11.3442 -2.9153 6.2851 0.0 0.1 0.0
Cl -12.5349 -5.1430 4.8217 -0.1 0.0 0.0
H -13.6264 -3.3684 5.9196 0.1 -0.1 0.0
H -12.8010 -2.8351 4.4367 0.1 -0.1 0.0
```
Forces are in eV/Å.


Density functional theory data (the ωB97M-V functional and the def2-TZVPD basis) for a molecular structure, C27H40ClN6O7RuS2.

As for the HOMO energy (alpha / beta): -7.9975 / -8.1506 eV. The value obtained for the largest force on an atom is 0.7 eV Å⁻¹. As for the expectation value of S²: 8.758. Its spin multiplicity is 6.

```
84
Properties=species:S:1:pos:R:3:forces:R:3
Ru -0.9102 -0.6647 -0.6808 0.1 0.1 -0.2
C -0.3126 -3.5552 1.1789 0.0 0.0 -0.1
N 1.0346 -2.9969 1.1541 0.0 0.1 -0.1
C 1.9980 -3.8256 0.4436 0.0 0.0 0.1
C 1.2534 -1.6802 1.3405 0.1 -0.3 0.1
N 0.2387 -0.8370 1.2451 0.0 0.3 0.1
C 0.1494 0.3451 2.0184 0.0 -0.2 0.0
C 0.9139 0.6176 3.1528 0.0 0.0 0.0
C 0.7373 1.7915 3.8690 -0.1 0.1 0.0
C -0.2163 2.7189 3.4630 0.1 -0.1 0.0
C -1.0199 2.4334 2.3713 0.0 -0.1 0.1
C -0.8839 1.2352 1.6797 -0.2 -0.1 0.0
N -1.7711 0.8762 0.6357 0.0 0.1 0.3
C -3.0749 0.8473 0.9086 -0.1 -0.1 0.2
N -3.9761 0.9537 -0.0711 0.0 0.1 0.0
C -5.2406 0.2254 -0.0303 0.0 0.0 -0.1
C -3.5913 1.3901 -1.4029 0.0 0.0 -0.1
N -3.5491 0.6758 2.1824 0.1 0.1 -0.2
C -4.6529 1.4520 2.6986 -0.1 0.0 0.0
C -2.9191 -0.2502 3.0995 0.0 0.0 0.0
N 2.5349 -1.3074 1.6132 0.1 -0.1 -0.1
C 3.4158 -2.0920 2.4562 0.0 0.0 0.0
C 3.0857 -0.0654 1.1155 -0.1 0.1 -0.1
H -0.2393 -4.5954 1.4964 0.0 0.0 0.1
H -0.7750 -3.5482 0.1886 0.0 0.0 0.1
H -0.9431 -3.0071 1.8724 0.0 0.0 0.0
H 1.5225 -4.2034 -0.4629 0.0 0.0 0.0
H 2.3141 -4.6726 1.0561 0.0 0.0 0.0
H 2.8631 -3.2369 0.1544 0.0 0.0 0.0
H 1.6459 -0.1069 3.4828 0.0 0.0 0.0
H 1.3458 1.9796 4.7429 0.0 0.0 0.0
H -0.3337 3.6546 3.9916 0.0 0.0 0.0
H -1.7820 3.1304 2.0472 0.0 0.0 0.0
H -5.3318 -0.3224 0.9006 0.0 0.0 0.0
H -5.2441 -0.4875 -0.8585 0.0 0.0 0.1
H -6.0765 0.9196 -0.1346 0.0 0.0 0.0
H -2.8038 2.1333 -1.3545 0.1 -0.1 0.0
H -4.4666 1.8361 -1.8767 0.0 0.0 0.0
H -3.2835 0.5379 -2.0211 0.0 0.1 0.0
H -5.0414 2.1048 1.9211 0.0 0.0 0.0
H -4.3147 2.0690 3.5378 0.0 0.0 0.0
H -5.4637 0.8080 3.0509 0.0 0.0 0.0
H -2.3045 -0.9521 2.5407 0.0 0.0 0.0
H -3.7062 -0.8183 3.6012 0.0 0.0 0.0
H -2.3087 0.2515 3.8562 0.0 0.0 0.0
H 2.8987 -2.9697 2.8334 0.0 0.0 0.0
H 3.7368 -1.4848 3.3086 0.0 0.0 0.0
H 4.3076 -2.4096 1.9096 0.0 0.0 0.0
H 2.5180 0.2588 0.2467 0.0 0.0 0.0
H 4.1148 -0.2496 0.8012 0.0 0.0 0.0
H 3.0819 0.7295 1.8686 0.0 0.0 0.0
O -2.8927 -3.9724 -0.8985 0.0 0.0 0.0
S -2.9276 -2.5809 -1.2607 0.4 0.4 0.1
O -4.0571 -2.1341 -2.0346 -0.1 -0.1 0.0
O -2.7441 -1.6841 -0.0218 -0.3 -0.2 0.0
O -1.6046 -2.1933 -1.9832 -0.1 -0.2 -0.1
Cl 4.2526 5.3223 0.2190 0.0 0.0 0.0
C 2.9446 4.4134 -0.4846 0.0 0.0 0.0
C 2.4303 3.3255 0.2026 0.0 0.1 0.0
C 1.4012 2.6011 -0.3752 -0.1 -0.1 -0.1
C 0.8708 2.9688 -1.6032 0.1 0.1 0.1
C 1.3806 4.0814 -2.2606 0.0 0.0 0.0
C 2.4332 4.7987 -1.7136 0.0 0.0 0.0
C -0.2742 2.2030 -2.2093 0.0 0.1 -0.1
O -1.0736 2.7894 -2.9158 -0.1 0.0 -0.1
O -0.2801 0.9335 -1.9490 -0.1 -0.2 0.2
H 2.8292 3.0641 1.1727 0.0 0.0 0.0
H 0.9653 1.7516 0.1362 0.2 0.1 0.0
H 0.9401 4.3802 -3.2013 0.0 0.0 0.0
H 2.8466 5.6574 -2.2228 0.0 0.0 0.0
O 1.1651 -1.4139 -1.5204 -0.2 0.0 -0.7
S 0.9295 -1.2669 -3.0482 0.0 -0.1 0.5
C 2.2204 -0.1581 -3.6470 0.1 0.0 0.1
C 3.4061 -1.0212 -4.0603 0.0 0.0 0.0
C 2.7967 -2.2560 -4.7215 0.0 0.0 0.0
C 1.7012 -2.7375 -3.7728 0.1 0.0 0.0
H 2.4049 0.5508 -2.8401 0.0 0.0 0.0
H 1.7837 0.3803 -4.4883 0.0 0.0 -0.1
H 3.9751 -1.3149 -3.1754 0.0 0.0 0.0
H 4.0802 -0.4808 -4.7248 0.0 0.0 0.0
H 3.5305 -3.0430 -4.8976 0.0 0.0 0.0
H 2.3669 -1.9872 -5.6889 0.0 0.0 0.0
H 2.1049 -3.2784 -2.9162 0.0 0.0 0.0
H 0.9205 -3.3351 -4.2365 0.0 0.0 0.0
```
Forces are in eV/Å.